Entry 1:
A structure of composition C38H32AsIrN8O7SSi. Source: OMol25; level of theory: ωB97M-V/def2-TZVPD.

Properties
Lowest unoccupied orbital energy (alpha / beta): -0.3694 / -2.8704 eV
Total charge: 0
Spin multiplicity: 5
Kohn-Sham gap (alpha / beta): 3.8 / 4.3 eV

Last column: Mulliken spin population.
Geometry (Å):
N 1.78 -2.17 0.24  0.0117
H -7.17 -1.30 -2.20  0.0169
C 3.85 -0.84 2.65  0.0014
C -1.64 2.47 -0.65  -0.0407
N -5.11 -0.94 1.53  0.0033
C -0.17 -1.78 -4.29  0.2066
O 1.07 1.81 1.37  0.0552
H -5.23 -3.40 -0.38  -0.0016
H -3.39 1.59 -1.48  0.0057
C -3.63 -1.49 -3.72  -0.0881
O -3.25 1.76 1.20  0.1034
C 3.79 3.98 3.06  -0.0005
C -2.31 -1.54 -4.23  0.1931
H 1.44 -0.15 -0.38  -0.0182
C -5.12 -1.83 -1.84  -0.1140
S -2.37 2.91 0.92  -0.0463
C 3.53 -1.96 -4.23  -0.0516
H 3.13 -3.60 -0.30  -0.0013
C 2.90 -2.64 3.91  0.0000
C -0.36 1.79 -2.99  0.0232
O -1.25 -1.93 -3.44  0.0709
C 3.05 2.83 3.31  0.0025
H -2.23 0.96 -3.60  -0.0082
C 2.25 -1.83 -4.72  0.1155
O 2.24 3.67 -0.19  0.0005
N -4.56 -1.69 0.57  0.0015
C 1.70 -1.96 3.99  0.0170
C 1.15 -1.97 -3.85  -0.0547
H 0.62 -0.20 3.41  -0.0466
C -4.11 -0.51 2.24  0.0027
H 3.76 5.38 6.13  0.0000
C -0.31 2.81 -0.82  0.0939
O -1.23 2.84 1.88  0.0668
C -6.18 -1.36 -2.62  0.1621
C 4.05 4.89 4.07  -0.0002
C 3.75 -2.19 -2.87  0.1722
H 1.38 2.74 -2.13  0.0018
C 1.39 -2.26 -2.49  0.1515
H 2.03 1.71 4.84  0.0011
N -2.91 -0.95 1.78  0.0583
N 1.10 -3.04 0.97  0.0055
H 2.47 3.34 6.62  0.0000
Si 2.59 1.59 1.95  -0.0042
C 3.98 -2.08 3.24  -0.0002
H -4.52 -0.71 -5.51  0.0111
H 3.79 -1.95 -0.21  0.0040
C -3.87 -1.91 -2.39  0.1881
Ir -1.22 0.64 1.50  2.4712
H 4.68 -0.39 2.13  -0.0003
H 2.55 4.55 0.07  0.0001
C -4.71 -1.02 -4.49  0.1112
N -1.88 -1.21 -5.44  -0.0268
H 4.37 -1.87 -4.90  -0.0013
H 4.18 4.16 2.07  -0.0001
C 2.58 2.61 4.61  -0.0001
H -6.42 -2.10 -0.15  0.0049
C 0.34 2.47 -2.00  -0.0137
C -5.39 -2.32 -0.43  -0.0062
H 0.87 -2.38 4.52  -0.0001
C 2.93 -2.55 -0.53  -0.0164
H -2.55 -2.27 0.15  0.0104
H 2.06 -1.61 -5.76  0.0138
H 3.50 1.59 0.78  0.0030
H 0.15 1.52 -3.90  0.0015
C 1.58 -0.72 3.38  0.0681
C 2.84 3.52 5.62  -0.0001
N 0.00 -1.11 0.91  0.0558
C 0.04 -2.39 1.38  0.0079
H -4.23 0.12 3.10  -0.0019
C -3.24 -1.70 0.74  0.0355
H 0.53 -2.40 -1.85  0.0140
H 3.01 -3.61 4.39  0.0001
C 1.11 -1.01 0.18  0.0604
C 3.57 4.66 5.35  0.0002
C -1.70 1.47 -2.82  -0.0204
As 0.69 3.43 0.71  -0.0095
H 4.63 5.77 3.87  0.0000
C 2.67 -2.34 -2.00  -0.0833
H -3.03 -2.30 -1.84  0.0318
N -0.59 -1.35 -5.48  -0.0332
H -6.79 -0.62 -4.53  -0.0013
C -5.96 -0.96 -3.94  -0.0508
C -2.35 1.81 -1.64  0.0624
H 4.76 -2.26 -2.49  0.0208
O -3.01 4.18 0.82  0.0080
H 4.91 -2.62 3.19  0.0001
C 2.64 -0.15 2.69  0.0097
H -0.70 -2.82 2.01  0.0017
O 0.72 4.72 1.64  0.0015


Entry 2:
A structure of composition C38H32AsIrN8O7SSi. Source: OMol25; level of theory: ωB97M-V/def2-TZVPD.

Properties
Lowest unoccupied orbital energy (alpha / beta): -0.2418 / -2.3794 eV
Total charge: 0
Spin multiplicity: 5
Kohn-Sham gap (alpha / beta): 3.8 / 4.9 eV

Last column: Mulliken spin population.
Geometry (Å):
H -3.32 1.12 -4.04  -0.0012
C 3.29 1.07 5.97  0.0338
H -2.12 -0.30 4.19  -0.0114
H 4.25 -0.31 0.48  0.0012
C -2.15 1.08 -5.85  0.0058
H -1.54 -0.97 1.91  -0.0337
N 4.92 1.54 1.29  0.0041
H -2.01 -3.21 4.20  0.0173
N 3.51 1.53 -0.35  0.1417
C -1.47 2.16 -3.82  -0.0199
C -0.03 2.23 -5.74  0.0196
C -0.27 2.58 -4.41  0.0252
C 4.90 1.12 3.71  -0.0270
C -2.23 -0.15 2.06  0.0378
H -4.73 2.73 2.64  0.0001
H 0.89 2.54 -6.21  -0.0004
C -3.70 1.55 1.18  0.0006
C 3.84 0.23 3.79  0.0533
H 6.53 1.89 2.52  0.0002
C -1.42 -4.21 0.99  0.3352
H 3.63 -0.46 2.97  0.0301
H -0.76 1.22 -7.48  -0.0001
N -0.02 -1.65 5.29  0.1197
H 0.04 -4.71 -1.06  0.0078
C 5.16 1.98 4.76  0.0500
C 1.30 -1.76 -0.69  0.0246
C -3.78 -2.04 -3.93  0.0037
N 0.90 -0.77 5.78  -0.0762
H -4.12 2.10 0.35  0.0002
H -5.73 -1.93 -4.81  -0.0001
O -1.27 1.19 -1.45  -0.0234
O 1.65 2.87 -2.16  0.2103
N 1.19 -3.01 -1.07  0.0048
O 1.66 -1.49 3.83  0.0552
C -5.57 -0.68 -3.07  0.0002
N 1.77 -1.03 -1.71  0.0200
C -2.10 -3.99 2.21  -0.0388
O 2.41 3.37 -4.67  -0.0056
C -0.08 -3.85 0.90  -0.1697
H 4.56 2.61 6.72  -0.0007
C 4.22 0.77 0.47  -0.0358
C 0.44 -2.07 4.12  0.1162
O -1.02 3.60 -1.72  -0.0058
O 0.88 5.30 -3.44  0.0061
H -3.40 -2.75 -4.65  0.0003
C -2.79 0.51 0.96  0.0032
C -2.40 1.42 -4.53  -0.0150
H -2.88 0.51 -6.40  0.0001
C 3.81 2.80 0.04  -0.0226
H -1.92 -4.70 0.16  0.0188
H -3.12 -4.33 2.32  0.0029
H 1.63 -3.01 1.89  0.0514
C -1.48 -3.38 3.27  0.0905
C 3.01 0.20 4.91  -0.0382
C 1.93 -1.94 -2.72  0.0148
H 3.38 3.67 -0.43  -0.0025
H -1.18 -1.09 -0.52  0.0191
H 5.98 2.69 4.70  0.0056
C -0.14 -2.89 3.15  0.0411
H -5.13 0.47 -1.32  0.0001
H 1.55 -4.83 -0.15  -0.0105
H 2.82 4.23 -4.87  0.0010
H -6.59 -0.34 -3.13  0.0000
C -3.42 -0.67 -1.96  -0.0001
As 1.07 3.71 -3.57  0.0254
H 6.16 0.18 2.22  -0.0007
N 1.59 -3.15 -2.36  0.0049
C 0.57 -3.22 1.95  0.2300
O -3.24 2.52 -1.94  -0.0004
H -1.94 -1.95 -2.84  -0.0024
H 2.64 1.05 6.84  0.0021
C -5.08 -1.58 -4.01  0.0002
H 2.28 -1.69 -3.70  -0.0003
C 4.35 1.94 5.90  -0.0182
S -1.83 2.49 -2.12  0.0139
Si -2.21 -0.05 -0.70  -0.0086
C -2.96 -1.59 -2.90  0.0035
Ir 1.94 1.02 -1.87  2.6088
H 1.04 -1.40 0.30  -0.0226
N 4.66 2.84 1.03  0.0080
C -2.57 0.22 3.35  0.0099
C -4.03 1.92 2.47  0.0001
C -3.47 1.25 3.56  0.0026
C -4.75 -0.24 -2.05  0.0011
H -3.73 1.55 4.56  -0.0005
C 5.73 1.16 2.45  0.0010
C -0.96 1.48 -6.45  0.0004
C 1.86 -0.67 4.92  0.1234
C 0.68 -4.19 -0.35  -0.0164


Entry 3:
A structure of composition C38H32BCl2F4MnOP2S3. Source: OMol25; level of theory: ωB97M-V/def2-TZVPD.

Properties
Lowest unoccupied orbital energy (alpha / beta): -1.2949 / 0.3596 eV
Total charge: 0
Spin multiplicity: 5
Kohn-Sham gap (alpha / beta): 6.8 / 8.8 eV

Last column: Mulliken spin population.
Geometry (Å):
C 0.81 -6.01 2.49  -0.0011
H 3.47 1.28 5.34  0.0001
C 2.21 -0.84 -6.45  0.0000
H 2.74 0.04 7.34  0.0001
H 2.87 -1.16 -7.24  0.0000
C 0.84 -1.00 -6.59  0.0006
H 0.29 -2.48 4.90  0.0030
H -2.68 2.39 -0.72  0.0015
C -0.74 2.91 -4.64  -0.0024
H 0.16 3.11 3.30  -0.0023
C 1.88 -5.26 2.96  0.0007
C -5.88 1.09 2.42  -0.0004
P -1.30 0.75 2.37  0.0146
H -2.09 -0.11 4.98  -0.0011
C 2.78 0.46 5.24  0.0005
H -1.83 0.88 7.24  -0.0003
C 2.74 -0.29 -5.29  -0.0001
H 2.30 0.56 -3.36  0.0001
C -0.01 -0.58 -5.57  -0.0003
C 0.74 -3.24 2.34  0.0079
C 1.90 0.13 -4.27  -0.0021
C -1.39 1.36 6.38  -0.0076
H -3.46 -1.24 1.98  0.0124
H 0.42 4.11 5.56  0.0001
C 0.54 -0.01 -4.44  0.0047
H 1.15 -1.84 7.13  -0.0001
C -0.97 1.44 4.01  0.0175
H -1.28 2.33 -5.37  -0.0001
S -0.56 1.97 0.96  -0.0613
H 2.63 0.62 3.10  0.0038
C 0.40 3.02 -2.51  -0.0007
C -3.92 -0.28 2.17  0.0024
F -1.00 -2.29 -0.71  0.0554
H 0.40 6.04 -4.04  0.0000
H -1.17 -3.47 1.42  0.0075
F -0.62 -4.28 -1.84  0.0005
C -0.90 -0.90 1.89  -0.4418
C 1.41 -0.96 3.87  -0.0136
Cl -2.97 0.05 -0.79  0.0246
H -0.84 4.74 -5.74  0.0000
C -3.12 0.83 2.38  0.0035
C -3.53 1.74 -0.90  0.0020
C -0.32 -3.98 1.85  -0.0043
P 0.75 -1.43 2.25  -0.0487
C 2.37 -0.24 6.37  0.0005
B -1.25 -3.08 -1.99  0.0119
C -0.26 2.63 4.17  -0.0009
H -1.08 -0.72 -5.64  -0.0003
H -0.57 2.99 7.52  0.0001
C 0.65 4.37 -2.72  0.0025
H -3.06 2.93 2.80  -0.0011
H -1.11 -5.95 1.53  0.0000
Cl -4.22 2.09 -2.49  0.0015
C -0.13 3.18 5.43  0.0004
H -5.54 3.16 2.86  0.0001
H 1.19 4.94 -1.97  0.0000
H 0.72 2.53 -1.60  0.0024
F -2.62 -3.19 -2.09  0.0001
O 0.03 0.33 -1.84  -0.0048
H 2.69 -3.30 3.25  0.0004
C 2.30 0.10 3.99  0.0041
H 0.83 -7.09 2.56  0.0000
C 0.21 4.99 -3.88  -0.0003
H 0.43 -1.45 -7.48  -0.0001
C -3.70 2.07 2.64  -0.0044
H -5.93 -1.01 2.01  -0.0002
C -5.30 -0.15 2.18  -0.0039
H 3.81 -0.18 -5.18  0.0000
H 2.74 -5.77 3.39  0.0001
C -5.08 2.20 2.66  0.0009
H -4.30 1.87 -0.15  -0.0009
Mn -0.47 -0.41 -0.03  4.4533
C 0.98 -1.65 5.00  0.0012
S 1.92 -0.83 0.74  -0.0430
C -1.53 0.81 5.12  -0.0150
H -6.96 1.19 2.43  -0.0001
S -0.62 0.55 -3.19  0.0166
C 1.47 -1.30 6.25  -0.0032
C -0.28 2.30 -3.48  0.0077
F -0.72 -2.31 -3.02  -0.0014
C 1.86 -3.88 2.88  0.0004
C -0.49 4.26 -4.84  0.0002
C -0.69 2.55 6.53  0.0004
C -0.29 -5.37 1.92  -0.0006


no.,molecular weight (g mol⁻¹)
1,1040.015
2,1040.015
3,875.470